1.
{"formula": "C37H85Ca2N4O6", "method": "ωB97M-V/def2-TZVPD", "lumo_energy_ev": -8.5866, "charge": 3, "orbital_gap_ev": 5.313, "elements": ["Ca", "Ca", "O", "C", "O", "O", "H", "C", "C", "C", "O", "C", "H", "H", "H", "H", "H", "H", "H", "H", "C", "C", "C", "O", "C", "H", "H", "H", "H", "H", "H", "H", "H", "C", "C", "C", "O", "C", "H", "H", "H", "H", "H", "H", "H", "H", "C", "C", "N", "C", "C", "C", "C", "H", "H", "H", "H", "H", "H", "H", "H", "H", "H", "H", "H", "H", "H", "H", "C", "C", "N", "C", "C", "C", "C", "H", "H", "H", "H", "H", "H", "H", "H", "H", "H", "H", "H", "H", "H", "H", "C", "C", "N", "C", "C", "C", "C", "H", "H", "H", "H", "H", "H", "H", "H", "H", "H", "H", "H", "H", "H", "H", "C", "C", "N", "C", "C", "C", "C", "H", "H", "H", "H", "H", "H", "H", "H", "H", "H", "H", "H", "H", "H", "H"], "coordinates": [[-14.727, 12.100, 23.988], [-13.718, 6.966, 21.676], [-11.556, 9.613, 24.680], [-12.552, 9.319, 23.844], [-12.467, 8.242, 23.195], [-13.495, 10.164, 23.825], [-10.888, 8.912, 24.604], [-13.813, 11.405, 28.503], [-14.628, 12.711, 28.418], [-15.439, 12.489, 27.148], [-14.554, 11.756, 26.249], [-13.662, 10.921, 27.046], [-14.405, 10.675, 29.058], [-12.851, 11.519, 28.988], [-13.967, 13.571, 28.310], [-15.295, 12.844, 29.264], [-15.746, 13.423, 26.674], [-16.307, 11.860, 27.357], [-12.650, 11.140, 26.716], [-13.880, 9.863, 26.922], [-9.286, 10.707, 29.496], [-10.138, 10.719, 28.233], [-9.042, 10.719, 27.168], [-8.027, 9.873, 27.675], [-8.183, 9.718, 29.085], [-9.802, 10.425, 30.409], [-8.813, 11.684, 29.624], [-10.740, 11.624, 28.118], [-10.763, 9.821, 28.195], [-8.651, 11.737, 27.043], [-9.348, 10.307, 26.202], [-7.238, 9.905, 29.591], [-8.501, 8.689, 29.294], [-11.151, 9.216, 18.717], [-12.028, 8.416, 17.739], [-12.924, 7.571, 18.650], [-12.609, 7.967, 20.025], [-12.012, 9.295, 19.956], [-10.871, 10.187, 18.314], [-10.225, 8.697, 18.970], [-11.454, 7.831, 17.030], [-12.654, 9.119, 17.190], [-12.733, 6.499, 18.569], [-13.987, 7.729, 18.444], [-11.463, 9.491, 20.877], [-12.812, 10.042, 19.874], [-10.036, 6.176, 21.569], [-11.051, 5.163, 21.101], [-12.278, 5.100, 21.927], [-11.967, 4.860, 23.366], [-13.229, 4.703, 24.206], [-13.195, 4.083, 21.357], [-12.797, 2.622, 21.534], [-9.647, 5.961, 22.564], [-10.443, 7.193, 21.575], [-9.187, 6.197, 20.885], [-11.358, 5.404, 20.076], [-10.579, 4.180, 20.997], [-11.312, 3.995, 23.461], [-11.441, 5.746, 23.724], [-13.808, 3.829, 23.900], [-12.942, 4.517, 25.238], [-13.899, 5.572, 24.150], [-13.278, 4.271, 20.277], [-14.216, 4.210, 21.755], [-12.836, 2.321, 22.581], [-11.805, 2.418, 21.142], [-13.518, 1.984, 21.024], [-5.207, 11.974, 20.227], [-6.267, 10.902, 20.202], [-7.271, 11.037, 21.265], [-8.066, 9.830, 21.368], [-8.934, 9.813, 22.629], [-8.072, 12.248, 21.155], [-9.061, 12.320, 19.999], [-4.482, 11.807, 19.428], [-4.639, 11.962, 21.158], [-5.608, 12.977, 20.086], [-6.758, 10.875, 19.214], [-5.791, 9.928, 20.327], [-8.659, 9.602, 20.462], [-7.350, 9.011, 21.491], [-9.362, 8.814, 22.748], [-8.287, 10.045, 23.472], [-9.745, 10.544, 22.541], [-7.398, 13.105, 21.134], [-8.614, 12.407, 22.098], [-9.867, 11.587, 20.109], [-8.574, 12.115, 19.044], [-9.488, 13.322, 19.930], [-11.994, 12.780, 22.104], [-12.667, 14.038, 22.607], [-13.238, 13.998, 23.975], [-12.216, 14.158, 25.038], [-11.198, 13.018, 25.143], [-14.245, 15.088, 24.100], [-13.756, 16.520, 24.030], [-11.143, 12.461, 22.698], [-11.664, 12.940, 21.079], [-12.673, 11.911, 22.071], [-11.987, 14.893, 22.508], [-13.461, 14.291, 21.889], [-11.675, 15.096, 24.916], [-12.768, 14.203, 25.981], [-10.789, 12.972, 26.151], [-11.635, 12.043, 24.917], [-10.349, 13.177, 24.479], [-14.736, 14.910, 25.070], [-15.035, 14.968, 23.343], [-13.376, 16.745, 23.034], [-13.004, 16.764, 24.774], [-14.595, 17.190, 24.216], [-9.954, 3.357, 26.196], [-9.234, 4.637, 26.607], [-10.036, 5.859, 26.463], [-9.189, 7.031, 26.607], [-8.243, 7.247, 25.430], [-11.173, 5.900, 27.376], [-12.269, 6.878, 26.916], [-9.249, 2.526, 26.203], [-10.373, 3.455, 25.195], [-10.759, 3.075, 26.877], [-8.859, 4.531, 27.638], [-8.361, 4.754, 25.965], [-9.840, 7.912, 26.690], [-8.618, 7.037, 27.550], [-7.306, 6.707, 25.539], [-8.725, 6.925, 24.500], [-8.016, 8.309, 25.332], [-10.860, 6.129, 28.407], [-11.632, 4.913, 27.379], [-13.205, 6.544, 27.363], [-12.310, 6.790, 25.826], [-12.076, 7.920, 27.176]], "forces_ev_per_a": [[1.17, -0.59, 0.69], [0.96, 0.03, 0.92], [-0.05, -0.06, -0.18], [0.09, -0.04, 0.44], [-0.97, 0.15, -0.50], [-0.47, 0.11, -0.52], [0.11, 0.01, 0.12], [-0.87, -0.38, -0.16], [0.26, -0.31, -0.54], [0.13, -0.14, 0.48], [-0.47, 0.19, -0.36], [0.73, 0.71, 0.73], [0.18, -0.01, 0.09], [0.03, 0.05, 0.05], [-0.11, 0.09, 0.07], [0.13, 0.13, 0.12], [-0.02, -0.07, -0.14], [-0.08, 0.10, -0.07], [-0.03, -0.23, -0.30], [-0.20, 0.03, -0.18], [0.61, -0.03, -0.27], [0.13, 0.42, -0.18], [-0.06, -0.39, 0.27], [0.23, -0.06, -0.10], [-0.48, -0.07, 0.36], [-0.03, -0.02, 0.02], [-0.20, 0.05, 0.16], [-0.19, -0.14, 0.20], [-0.04, 0.06, -0.17], [-0.04, -0.03, -0.17], [-0.08, 0.19, -0.09], [0.06, 0.00, -0.07], [0.12, 0.02, 0.00], [0.17, -0.15, -0.04], [-0.18, 0.47, 0.25], [0.15, -0.41, -0.27], [-0.41, 0.29, -0.25], [0.09, 0.31, -0.01], [-0.09, 0.06, 0.06], [-0.05, -0.10, -0.08], [0.00, -0.09, 0.01], [0.05, -0.11, -0.17], [0.13, 0.04, 0.07], [0.03, 0.17, 0.12], [0.03, -0.27, 0.05], [0.02, -0.12, -0.14], [0.19, 0.40, 0.04], [0.15, -0.09, -0.55], [-0.22, -0.06, 0.00], [-0.41, 0.49, -0.17], [0.11, -0.72, -0.43], [-0.17, -0.29, -0.38], [-0.30, -0.08, 0.32], [0.02, -0.04, -0.04], [-0.10, -0.08, 0.09], [-0.02, -0.14, 0.00], [-0.06, 0.10, 0.10], [-0.05, -0.03, 0.36], [-0.01, -0.04, 0.05], [0.21, -0.19, 0.05], [-0.02, 0.08, 0.04], [-0.08, 0.31, 0.12], [0.11, 0.12, 0.21], [0.11, 0.15, 0.06], [0.13, 0.08, 0.16], [0.16, 0.05, 0.00], [0.02, -0.06, -0.05], [0.08, 0.04, -0.16], [0.41, 0.21, -0.01], [-0.26, -0.05, -0.09], [-0.12, -0.03, -0.19], [0.35, -0.31, 0.61], [0.02, 0.09, -0.73], [-0.01, 0.32, 0.55], [0.13, -0.11, -0.32], [-0.10, -0.03, -0.05], [-0.15, -0.02, 0.08], [-0.01, -0.01, -0.04], [0.10, -0.01, -0.01], [-0.02, -0.01, 0.06], [-0.04, 0.09, 0.01], [-0.06, -0.03, -0.23], [-0.04, 0.03, 0.12], [-0.18, 0.07, 0.18], [0.00, -0.04, 0.26], [0.07, -0.07, -0.24], [0.01, -0.22, -0.04], [-0.04, 0.08, 0.05], [-0.02, 0.05, 0.02], [-0.09, -0.02, 0.02], [-0.12, -0.53, 0.04], [0.23, 0.69, -0.50], [-0.12, -0.01, -0.74], [0.17, -0.54, 0.42], [-0.05, 0.11, -0.19], [-0.47, -0.25, 0.81], [-0.10, 0.24, -0.22], [0.08, 0.10, -0.07], [0.05, 0.05, 0.01], [-0.03, 0.11, 0.01], [0.14, -0.16, 0.17], [-0.17, -0.08, 0.28], [-0.11, 0.09, -0.05], [-0.02, 0.15, -0.06], [-0.06, 0.09, 0.05], [0.00, 0.02, 0.04], [-0.01, -0.06, -0.03], [0.06, 0.21, -0.02], [0.17, -0.19, -0.15], [0.08, 0.10, 0.06], [0.08, -0.10, 0.02], [-0.04, -0.04, -0.07], [0.03, 0.05, 0.22], [-0.12, -0.11, 0.04], [-0.05, -0.26, -0.14], [-0.06, 0.63, 0.04], [-0.18, 0.10, -0.08], [-0.07, 0.20, -0.11], [0.47, -0.45, 0.02], [0.00, 0.02, -0.08], [0.06, -0.03, -0.05], [0.01, 0.07, 0.01], [-0.01, 0.04, -0.04], [0.03, 0.00, 0.04], [-0.05, -0.11, -0.06], [-0.03, -0.19, -0.05], [0.04, 0.00, -0.06], [0.02, -0.05, 0.05], [0.19, -0.04, 0.10], [-0.03, -0.08, 0.01], [0.11, -0.06, 0.13], [-0.15, 0.29, -0.09], [-0.25, 0.13, 0.01], [0.01, -0.01, 0.07]], "mulliken_charge": [1.524, 1.321, 2.386, -1.326, 0.030, -0.691, -0.847, -0.506, -0.775, -0.662, -0.196, 0.392, 0.385, 0.238, 0.269, 0.435, 0.440, 0.326, -0.556, 0.276, -0.921, 0.750, 0.199, -0.413, -0.426, 0.388, 0.306, -0.031, -0.267, 0.543, -0.609, 0.377, 0.180, -0.417, -0.939, -0.548, 0.070, 0.302, 0.448, 0.217, 0.395, 0.310, 0.370, 0.327, -0.657, 0.265, -0.767, -1.083, 1.010, -0.494, -1.186, -0.616, -1.390, 0.227, -0.236, 0.531, 0.382, 0.478, 0.732, -0.416, 0.470, 0.141, 0.229, 0.391, 0.525, 0.313, 0.307, 0.463, -1.322, -0.344, 0.134, -1.138, 1.036, -0.449, -0.293, 0.419, 0.318, 0.335, 0.248, 0.403, 0.112, 0.700, -0.382, 0.447, -0.956, 0.403, -0.135, -0.435, 0.372, 0.468, 0.280, -1.278, 1.655, -1.415, -0.647, -0.460, -1.352, -0.478, 0.360, -0.197, 0.361, 0.460, 0.491, 0.471, 0.432, -0.540, 0.466, 0.099, 0.400, 0.313, 0.317, 0.466, -0.853, -0.630, 1.182, 0.508, -1.421, -0.916, -0.237, 0.494, -0.144, 0.370, 0.339, 0.395, -0.901, 0.285, 0.597, 0.040, 0.353, 0.269, 0.405, 0.556, -0.262, -0.267]}

2.
{"formula": "C23H27N3O2", "method": "ωB97M-V/def2-TZVPD", "smiles": "CCN(Cc1ccccc1)C(=O)CCc1nnc(CCCc2ccccc2)o1", "lumo_energy_ev": 0.8797, "e_above_lowest_ev": 1.632, "orbital_gap_ev": 9.848, "elements": ["C", "C", "N", "C", "C", "C", "C", "C", "C", "C", "C", "O", "C", "C", "C", "N", "N", "C", "C", "C", "C", "C", "C", "C", "C", "C", "C", "O", "H", "H", "H", "H", "H", "H", "H", "H", "H", "H", "H", "H", "H", "H", "H", "H", "H", "H", "H", "H", "H", "H", "H", "H", "H", "H", "H"], "coordinates": [[-2.721, -1.315, -1.758], [-3.411, -1.835, -0.496], [-2.801, -1.342, 0.723], [-3.402, -0.154, 1.319], [-3.117, 1.091, 0.522], [-4.072, 1.651, -0.316], [-3.768, 2.769, -1.075], [-2.504, 3.331, -1.008], [-1.549, 2.783, -0.167], [-1.858, 1.673, 0.598], [-1.663, -1.825, 1.266], [-1.129, -1.291, 2.224], [-1.107, -3.131, 0.702], [0.407, -3.181, 0.898], [1.083, -2.378, -0.147], [0.579, -1.944, -1.256], [1.554, -1.259, -1.898], [2.604, -1.305, -1.150], [3.930, -0.681, -1.368], [3.833, 0.703, -2.019], [2.764, 1.602, -1.375], [2.732, 1.467, 0.121], [1.646, 0.866, 0.744], [1.629, 0.667, 2.114], [2.702, 1.084, 2.882], [3.782, 1.704, 2.276], [3.798, 1.891, 0.905], [2.378, -2.016, -0.019], [-3.171, -1.775, -2.635], [-2.837, -0.237, -1.834], [-1.657, -1.542, -1.748], [-4.453, -1.506, -0.492], [-3.416, -2.928, -0.487], [-2.974, -0.058, 2.320], [-4.481, -0.320, 1.403], [-5.059, 1.214, -0.375], [-4.518, 3.198, -1.722], [-2.267, 4.198, -1.606], [-0.564, 3.220, -0.104], [-1.125, 1.249, 1.265], [-1.576, -3.942, 1.267], [-1.326, -3.253, -0.353], [0.773, -4.210, 0.847], [0.669, -2.771, 1.877], [4.534, -1.337, -2.001], [4.415, -0.612, -0.392], [4.815, 1.173, -1.941], [3.594, 0.588, -3.076], [2.969, 2.639, -1.655], [1.788, 1.329, -1.779], [0.803, 0.546, 0.146], [0.783, 0.176, 2.573], [2.697, 0.928, 3.951], [4.619, 2.039, 2.873], [4.647, 2.370, 0.437]], "forces_ev_per_a": [[-0.12, -0.08, 0.13], [0.11, -0.13, -0.48], [-0.24, 0.15, 0.23], [0.08, 0.05, 0.26], [-0.13, 0.06, 0.05], [0.04, -0.02, 0.13], [-0.05, 0.06, -0.10], [-0.02, 0.08, -0.08], [0.08, 0.00, 0.01], [-0.04, -0.01, 0.00], [-0.22, -0.34, -0.27], [0.38, 0.16, 0.32], [0.31, 0.14, 0.14], [0.04, -0.05, 0.18], [-0.17, 0.10, -0.31], [-0.74, -0.71, 0.82], [1.10, 0.67, -0.52], [-0.19, -0.08, -0.29], [0.15, -0.01, 0.00], [-0.15, -0.06, 0.07], [0.08, 0.03, -0.09], [-0.13, 0.14, -0.03], [0.00, 0.08, 0.00], [-0.04, -0.02, 0.14], [-0.03, -0.02, 0.10], [0.14, 0.03, 0.04], [-0.01, 0.00, 0.00], [0.00, -0.13, 0.07], [-0.05, -0.04, -0.16], [0.01, 0.08, -0.05], [0.00, -0.04, -0.03], [0.04, -0.11, 0.08], [-0.09, 0.09, 0.00], [-0.18, -0.01, -0.14], [0.08, 0.02, -0.01], [-0.10, -0.07, 0.01], [-0.05, 0.04, -0.05], [0.02, 0.07, -0.04], [0.10, 0.04, 0.02], [0.12, -0.07, 0.10], [-0.02, 0.01, -0.07], [-0.14, -0.08, 0.00], [-0.02, 0.03, 0.03], [-0.03, -0.11, -0.07], [0.03, 0.00, 0.10], [0.02, -0.02, -0.08], [0.01, -0.02, -0.07], [0.09, 0.04, -0.04], [-0.06, 0.00, -0.03], [0.03, 0.09, 0.01], [-0.09, -0.07, -0.09], [-0.10, -0.05, 0.03], [0.00, -0.01, 0.08], [0.05, 0.03, 0.04], [0.10, 0.06, -0.05]], "nbo_charge": [-0.642, -0.209, -0.432, -0.260, 0.053, -0.248, -0.208, -0.218, -0.194, -0.236, 0.701, -0.669, -0.499, -0.453, 0.483, -0.336, -0.318, 0.489, -0.472, -0.375, -0.437, -0.014, -0.260, -0.151, -0.240, -0.206, -0.224, -0.411, 0.207, 0.217, 0.246, 0.200, 0.199, 0.249, 0.197, 0.207, 0.212, 0.213, 0.217, 0.225, 0.237, 0.240, 0.231, 0.262, 0.238, 0.239, 0.206, 0.219, 0.217, 0.230, 0.218, 0.230, 0.212, 0.210, 0.206]}

3.
{"formula": "C5H6Si", "method": "ωB97M-V/def2-TZVPD", "smiles": "C1=[Si]=C1.C1=CC1", "lumo_energy_ev": 0.1534, "e_above_lowest_ev": 4.058, "orbital_gap_ev": 8.660, "elements": ["C", "Si", "C", "H", "H", "C", "C", "C", "H", "H", "H", "H"], "coordinates": [[-1.898, 0.027, 0.358], [-2.073, 0.408, -1.521], [-2.868, 0.874, 0.149], [-1.296, -0.444, 1.188], [-3.663, 1.430, 0.735], [2.061, -0.315, 0.664], [2.276, -0.934, -0.452], [1.079, 0.018, -0.359], [2.278, -0.234, 1.653], [2.740, -1.402, -1.249], [0.086, -0.451, -0.365], [1.280, 1.023, -0.801]], "forces_ev_per_a": [[1.52, -1.00, -0.53], [-0.61, -0.03, 2.58], [-1.99, 1.24, -0.54], [-1.06, 0.55, -0.82], [1.25, -0.65, -0.62], [0.23, -1.78, -1.75], [-1.17, 1.93, 1.03], [0.27, 0.47, -1.03], [0.76, 0.36, 2.51], [1.05, -1.13, -0.72], [0.80, 0.73, -0.12], [-1.05, -0.68, 0.00]], "nbo_charge": [-0.605, 0.779, -0.613, 0.227, 0.221, -0.172, -0.176, -0.470, 0.205, 0.225, 0.206, 0.173]}

4.
{"formula": "C4H16O4", "method": "ωB97M-V/def2-TZVPD", "smiles": "CC[C@H](C)O.O.O.O", "lumo_energy_ev": 0.4969, "e_above_lowest_ev": 1.272, "orbital_gap_ev": 10.979, "elements": ["C", "C", "C", "C", "O", "H", "H", "H", "H", "H", "H", "H", "H", "H", "H", "O", "H", "H", "O", "H", "H", "O", "H", "H"], "coordinates": [[1.855, 1.083, 0.234], [0.363, 0.832, 0.692], [-0.563, 0.563, -0.467], [-1.480, -0.683, -0.279], [0.152, 0.340, -1.744], [1.932, 1.931, -0.461], [2.224, 0.148, -0.219], [2.478, 1.401, 1.064], [0.402, -0.040, 1.363], [-0.057, 1.654, 1.312], [-1.006, 1.451, -0.937], [-2.063, -0.649, -1.192], [-0.971, -1.615, -0.188], [-2.112, -0.538, 0.615], [1.036, 0.014, -1.593], [1.434, -2.344, 1.413], [0.484, -2.526, 1.472], [1.703, -2.663, 0.490], [0.227, -2.005, -3.414], [-0.580, -2.374, -3.781], [-0.161, -1.341, -2.794], [-2.084, 2.399, 2.943], [-1.789, 3.245, 2.618], [-1.422, 1.716, 2.853]], "forces_ev_per_a": [[-1.19, 0.53, 0.25], [1.19, 0.33, 0.65], [0.59, -0.97, -2.09], [-0.62, 2.65, 0.13], [0.07, -0.69, 0.10], [-0.19, -0.47, -0.17], [0.25, 0.56, 0.34], [0.07, -0.50, 0.28], [-0.08, 0.17, -0.27], [0.50, -0.22, -0.54], [-1.19, 0.04, 1.69], [-0.55, -0.57, 0.10], [0.77, -0.49, -0.04], [0.02, -0.12, -0.46], [0.35, -0.21, 0.05], [0.31, -0.65, -1.91], [0.36, -0.04, -0.09], [-0.66, 0.61, 1.97], [-0.81, 0.55, 0.76], [0.09, -0.34, -0.34], [0.77, -0.17, -0.45], [-1.05, -0.33, 0.46], [0.57, 0.06, -0.23], [0.43, 0.27, -0.18]], "nbo_charge": [-0.607, -0.441, 0.089, -0.631, -0.763, 0.215, 0.194, 0.223, 0.217, 0.199, 0.205, 0.218, 0.202, 0.214, 0.469, -0.943, 0.470, 0.478, -0.957, 0.460, 0.485, -0.947, 0.476, 0.474]}